53
Properties=species:S:1:pos:R:3:forces:R:3:mulliken_spin:R:1 method="wB97M-V/def2-TZVPD" fmax_ev_per_a=0.457 total_energy_ev=-72339.81260 gap_ev="7.59 / 7.71" spin_multiplicity=4 e_lumo_ev="-0.07 / -0.08" homo_ev="-7.660 / -7.790"
Co 1.400379 0.514543 0.301381 0.19 -0.15 0.39 2.701
C 0.155368 -2.260410 4.414188 0.01 -0.03 0.02 0.001
O 0.059074 -0.952157 3.844685 0.07 0.05 -0.03 -0.001
C 0.832682 -0.609975 2.829877 0.02 -0.07 0.00 0.010
O 0.682908 0.482975 2.296674 -0.10 0.07 -0.07 0.027
N 1.790108 -1.474075 2.412374 0.12 0.07 0.11 -0.007
N 2.533820 -1.077725 1.288649 -0.13 -0.05 0.05 0.049
H -0.620166 -2.303454 5.171143 0.00 -0.01 -0.02 0.000
H 1.126025 -2.408230 4.891368 0.00 0.00 -0.01 0.000
H -0.031928 -3.023305 3.657086 -0.01 -0.01 0.02 0.000
H 1.953405 -2.375256 2.826807 -0.02 0.02 -0.03 0.000
H 2.645704 -1.842861 0.612352 -0.01 0.08 0.07 -0.001
H 3.458862 -0.759625 1.569366 -0.02 -0.05 -0.05 0.000
C -0.958794 -1.998205 -2.189969 0.03 0.00 -0.03 -0.005
C -1.455219 -2.141646 -0.750852 -0.04 -0.04 -0.02 0.006
C -0.342610 -2.651906 0.162272 0.04 0.04 0.02 -0.013
C -2.114819 -0.882003 -0.228083 -0.10 -0.01 0.05 -0.006
C -3.428595 -0.953264 0.223187 -0.01 0.02 0.01 -0.012
C -4.111619 0.171150 0.655369 0.03 0.01 0.00 0.017
C -3.478556 1.402631 0.592126 0.01 -0.03 -0.02 -0.011
C -2.168601 1.528494 0.144547 -0.08 0.00 0.05 0.005
C -1.589409 2.923187 -0.018256 -0.04 0.00 0.00 0.000
C -1.263450 3.229869 -1.482070 0.01 -0.02 -0.01 0.001
C -0.399454 3.257125 0.881461 0.05 -0.05 -0.01 0.009
C -1.466409 0.364391 -0.218651 0.10 0.09 0.05 -0.023
O -0.186380 0.462755 -0.604937 0.01 0.02 -0.32 0.166
H -0.590578 -2.956188 -2.560581 0.01 -0.03 -0.02 0.000
H -0.150675 -1.270568 -2.254932 -0.02 -0.01 -0.01 0.003
H -1.765948 -1.666858 -2.844164 -0.01 0.00 0.00 0.000
H -2.240283 -2.905574 -0.752123 0.03 0.00 -0.01 0.000
H 0.478314 -1.934634 0.183710 -0.07 -0.03 -0.03 0.008
H 0.061696 -3.597412 -0.202809 0.00 -0.04 -0.01 0.000
H -0.711832 -2.800533 1.180989 0.00 0.02 0.00 0.000
H -3.926026 -1.916905 0.219866 -0.02 -0.01 0.00 0.000
H -5.131214 0.094709 1.008508 -0.02 0.00 0.00 0.001
H -4.016865 2.298040 0.881897 -0.01 0.01 0.01 0.000
H -2.395671 3.601152 0.281796 0.02 0.00 -0.02 0.000
H -0.450584 2.594824 -1.834957 0.00 -0.01 0.00 -0.001
H -0.966462 4.274691 -1.595537 0.01 0.02 0.00 0.000
H -2.130142 3.050740 -2.119152 -0.01 0.01 -0.01 0.000
H 0.510999 2.750425 0.547299 -0.02 0.05 -0.01 0.015
H -0.581738 2.979611 1.918328 0.00 -0.02 0.03 -0.002
H -0.192269 4.328450 0.838013 0.00 0.01 0.02 0.000
N 2.987779 2.301775 -2.718387 -0.04 -0.05 0.01 0.005
C 3.009846 1.173302 -1.983858 0.12 0.09 0.12 -0.004
O 2.883179 1.291871 -0.712329 -0.11 0.15 -0.13 0.046
C 3.213832 -0.068732 -2.614035 0.05 -0.08 -0.09 0.010
C 3.319790 -0.145967 -4.023375 -0.10 0.00 0.02 -0.002
N 3.374570 -0.125324 -5.175007 0.06 0.02 -0.05 0.002
C 3.313301 -1.226672 -1.823279 -0.10 0.01 -0.04 0.003
N 3.365453 -2.159424 -1.141778 0.04 -0.03 0.00 0.002
H 2.701656 3.149841 -2.262655 0.01 0.00 0.01 -0.001
H 3.007548 2.262337 -3.723545 0.01 -0.01 0.00 0.000